No. 1
C5H7NO | ωB97M-V/def2-TZVPD

```
14
Properties=species:S:1:pos:R:3
O 2.11 0.00 -0.19
C 0.79 0.07 -0.63
C -0.06 -1.00 0.16
C -1.44 -0.72 -0.43
C -1.61 0.61 -0.34
C -0.22 1.07 0.16
N -0.20 -0.07 1.23
H 2.81 0.56 -0.78
H 0.71 -0.17 -1.65
H 0.28 -2.05 0.48
H -2.24 -1.35 -0.78
H -2.27 1.33 -0.68
H -0.17 2.16 0.67
H 0.62 -0.15 2.07
```

Output
relative energy (zero: lowest compared OMol25 entry of this formula, charge and spin)	5.0008	eV
F_max	6.77	eV/A
SMILES	O[C@H]1[C@@H]2C=C[C@H]1N2
calculated total energy	-8831.2020	eV
Kohn-Sham gap	8.8612	eV
HOMO level	-8.11	eV

Löwdin charges in e: atom 1 (O): -0.08, atom 2 (C): -0.29, atom 3 (C): -0.29, atom 4 (C): -0.05, atom 5 (C): -0.05, atom 6 (C): -0.14, atom 7 (N): -0.08, atom 8 (H): 0.18, atom 9 (H): 0.11, atom 10 (H): 0.17, atom 11 (H): 0.09, atom 12 (H): 0.07, atom 13 (H): 0.17, atom 14 (H): 0.18

---

No. 2
C5H7NO | ωB97M-V/def2-TZVPD

```
14
Properties=species:S:1:pos:R:3
C 1.98 0.87 -1.24
C 1.41 -0.08 -0.78
C 0.69 -1.24 -0.25
C -0.45 -0.89 0.76
N -0.86 0.49 0.97
C -1.51 1.30 0.00
O -1.14 1.58 -1.11
H 2.46 1.72 -1.67
H 1.42 -1.91 0.24
H 0.27 -1.81 -1.08
H -1.35 -1.45 0.48
H -0.18 -1.27 1.75
H -0.26 1.03 1.58
H -2.48 1.67 0.34
```

Output
relative energy (zero: lowest compared OMol25 entry of this formula, charge and spin)	2.9691	eV
F_max	0.61	eV/A
SMILES	C#CCCNC=O
calculated total energy	-8833.2337	eV
Kohn-Sham gap	10.3451	eV
HOMO level	-9.46	eV

Löwdin charges in e: atom 1 (C): 0.11, atom 2 (C): -0.17, atom 3 (C): -0.19, atom 4 (C): -0.20, atom 5 (N): -0.03, atom 6 (C): -0.31, atom 7 (O): 0.08, atom 8 (H): 0.03, atom 9 (H): 0.11, atom 10 (H): 0.11, atom 11 (H): 0.11, atom 12 (H): 0.11, atom 13 (H): 0.12, atom 14 (H): 0.12

---

No. 3
C5H7NO | ωB97M-V/def2-TZVPD

```
14
Properties=species:S:1:pos:R:3
O -2.26 -1.86 0.60
C -1.26 -0.96 0.37
C -0.39 -0.93 -0.64
C 0.49 0.22 -0.97
C 0.55 1.41 0.03
C 1.84 0.71 0.32
N 1.86 -0.21 -0.58
H -2.73 -1.65 1.43
H -1.30 -0.26 1.18
H -0.38 -1.83 -1.24
H 0.43 0.52 -2.02
H -0.11 1.52 0.89
H 0.67 2.44 -0.35
H 2.62 0.99 1.02
```

Output
relative energy (zero: lowest compared OMol25 entry of this formula, charge and spin)	2.8990	eV
F_max	1.91	eV/A
calculated total energy	-8833.3039	eV
Kohn-Sham gap	9.4309	eV
HOMO level	-8.73	eV

Löwdin charges in e: atom 1 (O): 0.00, atom 2 (C): -0.20, atom 3 (C): -0.06, atom 4 (C): -0.33, atom 5 (C): -0.10, atom 6 (C): -0.17, atom 7 (N): 0.11, atom 8 (H): 0.10, atom 9 (H): 0.10, atom 10 (H): 0.12, atom 11 (H): 0.14, atom 12 (H): 0.09, atom 13 (H): 0.11, atom 14 (H): 0.10

---

No. 4
C5H7NO | ωB97M-V/def2-TZVPD

```
14
Properties=species:S:1:pos:R:3
C 1.22 -1.65 0.35
N -1.09 -0.63 0.08
C -0.35 0.55 0.01
C 1.10 0.43 0.00
C 1.88 -0.69 -0.34
C -0.89 1.79 0.06
O -2.37 -0.52 -0.55
H -2.99 -0.69 0.16
H 1.79 -2.37 0.94
H -0.58 -1.51 -0.27
H 1.62 1.34 0.29
H 2.86 -0.64 -0.80
H -0.25 2.66 0.09
H -1.95 1.94 -0.01
```

Output
relative energy (zero: lowest compared OMol25 entry of this formula, charge and spin)	6.8014	eV
F_max	2.37	eV/A
calculated total energy	-8829.4014	eV
Kohn-Sham gap (spin up / spin down)	7.5561 / 7.5573	eV
HOMO level (spin up / spin down)	-7.84 / -7.84	eV

Löwdin charges in e: atom 1 (C): 0.08, atom 2 (N): -0.07, atom 3 (C): -0.39, atom 4 (C): -0.02, atom 5 (C): -0.18, atom 6 (C): 0.08, atom 7 (O): -0.07, atom 8 (H): 0.09, atom 9 (H): 0.05, atom 10 (H): 0.11, atom 11 (H): 0.12, atom 12 (H): 0.10, atom 13 (H): 0.05, atom 14 (H): 0.06

---

No. 5
C5H7NO | ωB97M-V/def2-TZVPD

```
14
Properties=species:S:1:pos:R:3
N 0.34 2.62 -0.61
C 0.08 1.43 -0.32
O -1.17 0.83 -0.64
C -1.25 -0.35 -0.03
C -0.09 -0.81 0.62
C 1.23 -0.85 -0.08
C 0.85 0.47 0.52
H -0.44 3.07 -1.10
H -1.43 -2.37 -0.01
H -2.25 -0.67 0.19
H -0.66 -1.95 0.90
H 1.26 -1.00 -1.16
H 2.07 -1.32 0.43
H 1.46 0.91 1.30
```

Output
relative energy (zero: lowest compared OMol25 entry of this formula, charge and spin)	6.5671	eV
F_max	0.80	eV/A
calculated total energy	-8829.6358	eV
Kohn-Sham gap (spin up / spin down)	7.8231 / 7.8252	eV
HOMO level (spin up / spin down)	-8.13 / -8.13	eV

Löwdin charges in e: atom 1 (N): 0.18, atom 2 (C): -0.36, atom 3 (O): 0.06, atom 4 (C): -0.15, atom 5 (C): -0.27, atom 6 (C): -0.06, atom 7 (C): -0.13, atom 8 (H): 0.07, atom 9 (H): 0.11, atom 10 (H): 0.09, atom 11 (H): 0.09, atom 12 (H): 0.12, atom 13 (H): 0.11, atom 14 (H): 0.14

---

No. 6
C5H7NO | ωB97M-V/def2-TZVPD

```
14
Properties=species:S:1:pos:R:3
C -1.20 -0.95 0.10
C -1.14 0.36 -0.69
O -0.81 1.38 0.26
C 0.60 1.09 0.20
C 1.14 -0.16 0.89
N 0.30 -1.07 0.07
C 0.39 0.06 -0.92
H -1.69 -0.90 1.07
H -1.60 -1.79 -0.47
H -1.92 0.66 -1.39
H 1.20 2.00 0.17
H 2.11 -0.25 0.30
H 1.33 -0.35 1.96
H 1.29 -0.09 -1.55
```

Output
relative energy (zero: lowest compared OMol25 entry of this formula, charge and spin)	4.5077	eV
F_max	1.68	eV/A
calculated total energy	-8831.6951	eV
Kohn-Sham gap	9.7073	eV
HOMO level	-8.64	eV

Löwdin charges in e: atom 1 (C): -0.10, atom 2 (C): -0.20, atom 3 (O): -0.05, atom 4 (C): -0.23, atom 5 (C): -0.13, atom 6 (N): -0.06, atom 7 (C): -0.14, atom 8 (H): 0.12, atom 9 (H): 0.11, atom 10 (H): 0.14, atom 11 (H): 0.14, atom 12 (H): 0.13, atom 13 (H): 0.11, atom 14 (H): 0.15

---

Which value of F_max does entry 5 give? 0.80 eV/A